Record 1
C5H14N2O | the ωB97M-V functional and the def2-TZVPD basis

Structure (XYZ):
```
22
Properties=species:S:1:pos:R:3:forces:R:3
C 0.2456 1.1387 0.5495 0.197 0.280 0.569
C -0.8626 -1.5417 -0.9085 -0.138 -0.112 0.168
C -0.4349 0.6617 1.8529 0.080 0.051 -0.500
C 0.3725 2.6659 0.5642 -0.209 -0.448 -0.227
C -0.1257 -2.7127 -1.5608 -0.128 0.259 -0.050
N -0.1959 -0.3123 -1.3096 0.296 0.257 0.056
N 1.5649 0.5758 0.3555 0.178 0.081 -0.093
O -0.6109 0.8255 -0.5593 -0.283 -0.348 -0.449
H -0.4134 -0.0718 -2.2731 -0.010 0.086 0.230
H 2.0721 0.5749 1.2293 0.014 -0.001 0.080
H 1.4894 -0.3700 0.0090 0.062 -0.074 -0.044
H -1.9344 -1.5596 -1.1545 0.091 0.027 0.103
H -0.7731 -1.6150 0.1778 -0.026 0.042 -0.119
H 0.8803 2.9829 -0.3415 0.038 0.022 -0.064
H 0.0635 1.0985 2.7141 0.070 0.042 0.126
H -0.3926 -0.4215 1.9422 0.009 -0.086 -0.003
H -1.4764 0.9707 1.8524 -0.131 0.061 0.065
H -0.6152 3.1158 0.5980 -0.121 0.123 0.082
H 0.9496 2.9840 1.4273 0.052 0.058 0.125
H 0.9300 -2.4572 -1.6660 -0.018 -0.070 0.014
H -0.2027 -3.6058 -0.9504 -0.092 -0.180 0.005
H -0.5299 -2.9269 -2.5485 0.068 -0.070 -0.073
```
Positions in Å, forces in eV/Å.

For the molar mass, the calculation gives 118.18 u. Its SMILES is CCNOC(C)(C)N. Its LUMO energy is 1.03 eV. The maximum force is 0.7 eV Å⁻¹. As for the total charge: 0. The HOMO energy comes out at -8.876 eV. The calculation puts the total energy at -10438.0740 eV. As for the energy above the lowest of the compared OMol25 structures with the same formula, charge and spin: 285.0 kJ/mol.

Record 2
C5H39N2O14 | the ωB97M-V functional and the def2-TZVPD basis

Structure (XYZ):
```
60
Properties=species:S:1:pos:R:3:forces:R:3
O -2.5639 -0.0491 0.0151 0.001 -0.038 -0.356
C -2.0296 0.3170 -1.0110 0.116 0.265 0.909
C -0.5757 0.7901 -0.9424 0.080 -0.636 -0.675
C 0.3214 -0.1835 -0.1764 0.279 -0.279 0.297
C 1.3030 0.4879 0.7935 -0.169 0.106 -0.152
C 3.3324 1.7771 1.0218 -0.087 0.216 0.006
N 2.2670 1.3548 0.1259 0.396 -1.045 -0.151
N -0.0384 1.0102 -2.3308 0.305 0.202 0.163
H -2.5668 0.3348 -1.9526 0.019 -0.039 -0.160
H -0.5584 1.7433 -0.4210 -0.182 0.114 -0.110
H 0.8676 -0.8160 -0.8658 0.102 0.165 -0.239
H -0.2807 -0.9215 0.3477 -0.231 0.225 0.260
H 1.8408 -0.2981 1.3144 0.185 -0.172 0.040
H 0.7606 1.0360 1.5755 -0.170 0.033 0.014
H 4.0178 2.4496 0.5062 -0.013 -0.069 -0.069
H 3.8981 0.9074 1.3561 0.034 0.011 0.050
H 2.9525 2.3125 1.8989 0.012 -0.045 0.156
H 1.8043 2.1603 -0.2658 0.006 0.246 0.071
H -0.1404 1.9837 -2.5882 -0.115 0.329 -0.058
H 0.9907 0.7428 -2.3774 -0.146 -0.083 -0.048
H -0.5081 0.4103 -3.0347 -0.163 -0.167 0.331
H -0.8123 -3.3113 -1.0464 0.177 0.020 -0.381
H 0.5417 -3.0800 -1.8116 -0.368 -0.020 -0.082
O -0.4286 -3.1607 -1.9377 0.020 0.073 0.345
H 0.0378 -2.7280 3.4534 0.021 -0.143 0.158
H -0.4404 -1.5473 2.5567 0.275 -0.197 0.080
O 0.1147 -2.3768 2.5630 -0.136 0.326 -0.138
H 1.5040 4.4102 -1.0807 -0.397 -0.746 0.131
H 0.2986 3.8826 -0.2487 -0.017 0.092 0.050
O 1.0085 3.5944 -0.8578 0.159 1.155 -0.519
H -1.4095 4.9310 1.0872 0.213 -0.505 -0.541
H -1.1449 3.5025 1.5677 0.044 -0.254 -0.339
O -1.1439 4.0542 0.7422 -0.414 0.656 0.692
H -4.0738 -1.8581 1.3069 -0.070 0.010 0.170
H -2.8935 -2.8114 1.4057 -0.249 0.208 0.342
O -3.5353 -2.3190 1.9627 0.248 0.025 -0.366
H -2.3059 -0.7134 2.8591 -0.479 -0.293 0.215
H -1.7885 -0.1862 1.5545 -0.084 0.056 0.097
O -1.5370 -0.2515 2.5086 0.236 -0.057 -0.360
H 2.3560 -2.6888 -0.5693 0.143 -0.148 -0.207
H 2.8271 -3.2744 -1.9507 0.086 -0.037 0.039
O 2.2470 -2.6184 -1.5516 0.005 0.014 0.201
H -1.7498 -1.4974 -4.1808 0.153 0.047 0.346
H -1.1051 -1.9076 -2.7960 0.014 -0.087 -0.281
O -1.4392 -1.1408 -3.3358 -0.045 -0.072 -0.305
H -1.4969 2.6701 3.6692 0.005 -0.147 0.023
H -1.2395 1.4173 2.7690 -0.207 -0.225 0.231
O -1.0978 2.3757 2.8451 0.190 0.654 -0.018
H 3.1984 -2.6734 1.6432 -0.319 -0.122 -0.150
H 1.6289 -2.7655 1.6608 0.565 0.005 -0.156
O 2.4327 -2.9575 1.1216 -0.183 0.198 0.336
H -2.1738 3.3221 -1.0680 -0.117 0.238 0.134
H -3.1248 3.1604 -2.2919 0.063 0.080 0.144
O -2.3734 2.7685 -1.8337 0.104 -0.009 -0.189
H 2.8492 0.4724 -1.6752 -0.330 -0.292 -0.279
H 2.4087 -0.9363 -2.1970 0.239 0.609 -0.266
O 2.4741 0.0139 -2.4685 0.238 -0.142 0.496
H -1.5490 -4.5024 0.7255 0.117 -0.349 0.164
H -0.7398 -3.2601 1.2772 -0.258 -0.349 0.099
O -1.4192 -3.5586 0.6330 0.099 0.392 -0.194
```
Positions in Å, forces in eV/Å.

For the molar mass, the calculation gives 351.37 u. Its LUMO energy is -2.17 eV. The maximum force is 1.3 eV Å⁻¹. As for the total charge: +1. The HOMO energy comes out at -11.588 eV. The calculation puts the total energy at -37460.9531 eV. As for the energy above the lowest of the compared OMol25 structures with the same formula, charge and spin: 0.0 kJ/mol.

Record 3
C4H18NO5 | the ωB97M-V functional and the def2-TZVPD basis

Structure (XYZ):
```
28
Properties=species:S:1:pos:R:3:forces:R:3
C 1.1830 -1.0720 0.8438 -1.005 2.266 2.809
O 2.4430 -0.4730 0.9285 1.890 -0.241 0.293
C 0.2428 0.2713 0.9182 -0.797 -1.089 -1.609
C -1.3885 -0.1832 0.8793 2.048 2.947 -1.108
C -1.5185 -1.5086 0.1804 -3.633 -1.272 -2.994
O -1.8614 0.8807 -0.0621 -0.304 -0.281 0.872
N 0.5535 0.9263 -0.4271 -3.193 1.753 -0.138
H 1.1148 -1.5588 -0.1203 -0.748 -0.356 0.008
H 0.8663 -1.6933 1.7785 0.862 0.532 -1.708
H 3.2238 -0.9975 0.6063 -1.368 0.190 0.197
H 0.4418 1.1832 1.5957 -0.122 -2.406 -0.157
H -1.7956 0.0696 1.9385 0.632 -1.415 -2.399
H -1.0749 -1.7318 -0.8473 0.744 1.007 1.629
H -2.5951 -1.6565 -0.3034 1.317 0.913 1.439
H -1.5266 -2.4203 0.7317 0.751 -0.477 0.983
H -2.6903 0.7286 -0.5481 0.275 -0.547 0.645
H -0.1448 1.8038 -0.4671 2.013 -2.207 -0.279
H 0.2967 0.3548 -1.2680 0.431 0.237 0.582
H 1.5168 1.2223 -0.5391 0.426 -0.087 0.172
H -0.7395 0.4479 4.2870 -1.299 0.800 -1.059
H -2.1173 0.8600 3.4893 0.607 -0.138 0.865
O -1.1664 1.0301 3.5987 0.637 -0.345 0.864
H 1.0322 -2.3404 -2.7185 -0.820 -4.156 0.835
H 1.8581 -1.3544 -2.9846 0.170 1.503 -0.210
O 0.8896 -1.4535 -2.8706 0.535 2.750 -0.437
H 0.7170 1.3984 -4.0285 0.947 0.230 2.645
H -0.3541 1.6202 -3.1955 -2.151 0.294 0.838
O 0.5680 1.5826 -3.0129 1.155 -0.404 -3.579
```
Positions in Å, forces in eV/Å.

For the molar mass, the calculation gives 160.19 u. Its LUMO energy (spin up / spin down) is 0.16 / 0.09 eV. The maximum force is 4.9 eV Å⁻¹. As for the total charge: 0. The HOMO energy (spin up / spin down) comes out at -2.448 / -10.611 eV. The calculation puts the total energy at -16161.0535 eV. The multiplicity is 2. As for the energy above the lowest of the compared OMol25 structures with the same formula, charge and spin: 372.2 kJ/mol.

Record 4
C2ClNO3 | the ωB97M-V functional and the def2-TZVPD basis

Structure (XYZ):
```
7
Properties=species:S:1:pos:R:3:forces:R:3
C -0.2664 0.5394 -0.8451 2.048 -2.293 1.546
C 0.1853 -0.4722 1.0835 -1.585 -0.012 3.228
N 0.3370 -0.5659 -1.1430 -0.644 1.029 -1.445
O 0.6285 -1.2039 0.0372 0.046 -0.302 1.334
O 0.0790 -0.7203 2.2924 1.012 0.621 -4.617
O -0.3429 0.6844 0.5079 -0.453 0.601 -0.011
Cl -0.6205 1.7385 -1.9329 -0.424 0.356 -0.035
```
Positions in Å, forces in eV/Å.

For the molar mass, the calculation gives 121.48 u. Its SMILES is O=c1onc(Cl)o1. Its LUMO energy is 0.33 eV. The maximum force is 4.8 eV Å⁻¹. As for the total charge: 0. The HOMO energy comes out at -10.795 eV. The calculation puts the total energy at -22227.0819 eV. As for the energy above the lowest of the compared OMol25 structures with the same formula, charge and spin: 0.0 kJ/mol.

Record 5
C11H13IrN6O6P2S | the ωB97M-V functional and the def2-TZVPD basis

Structure (XYZ):
```
40
Properties=species:S:1:pos:R:3:forces:R:3
Ir 0.0969 -0.2648 0.2647 1.788 -1.062 -0.333
N -3.1133 1.3499 3.4642 0.658 -0.470 0.711
C -2.5670 1.0259 2.1133 0.512 0.267 -0.948
C -3.5653 1.5626 1.0496 0.456 -0.169 0.502
P -2.4659 -0.8217 2.0821 -0.641 -0.695 -0.239
O -1.7891 -1.0663 3.5025 0.847 0.933 0.193
O -3.8217 -1.3790 2.0687 -0.198 0.158 -0.264
O -1.4941 -1.2823 0.9634 -0.611 0.148 0.626
P -1.0186 2.0454 1.8853 -1.370 1.339 0.290
O -0.0365 1.3764 2.9211 0.846 -0.168 1.038
O -1.3952 3.4374 2.2327 0.251 -0.790 -0.084
O -0.5213 1.6907 0.4916 -0.043 0.782 -0.173
H -4.0396 0.9265 3.5218 -0.193 -0.002 0.349
H -3.1452 2.3567 3.5999 -0.122 0.478 -0.126
H -2.4898 0.9527 4.2061 -0.651 0.143 -0.612
H -4.5312 1.1017 1.1553 -0.431 -0.367 0.072
H -3.1907 1.3346 0.0579 0.050 0.034 -0.108
H -3.6770 2.6428 1.1496 0.163 0.010 -0.050
H -1.8691 -1.9301 3.9002 -0.216 -0.560 0.031
H 0.4390 2.0030 3.4976 -0.188 -0.227 -0.326
C 4.4467 -3.0025 -2.9957 0.667 -0.094 -0.333
C 4.5272 -2.0024 -1.8609 0.173 0.209 -0.339
C 5.7523 -1.4405 -1.5019 -0.345 -0.425 -0.131
C 5.7342 -0.5189 -0.4781 0.300 0.411 -1.076
N 4.6390 -0.1634 0.1496 -0.571 0.476 1.160
C 3.5367 -0.7962 -0.2025 0.736 -0.125 0.538
S 2.2262 -0.7127 1.0253 -0.933 0.470 -0.457
N 3.4241 -1.6482 -1.1722 -0.587 -1.207 -1.245
H 5.1994 -2.8012 -3.7925 -0.414 0.166 0.689
H 3.4825 -3.0623 -3.4999 -0.083 0.066 0.420
H 4.7314 -3.9957 -2.6126 -0.337 0.230 -0.026
H 6.6849 -1.6725 -2.0033 -0.187 -0.115 -0.005
H 6.6263 0.0366 -0.2878 0.481 0.236 0.550
N -1.0559 -0.0040 -1.6104 0.740 -0.273 0.689
C -1.6974 0.2890 -2.5019 -0.335 -0.051 -1.695
C -2.4589 0.6372 -3.6623 -0.705 0.777 0.721
C -1.9985 0.3729 -4.9639 1.235 -0.914 -1.345
N -1.4622 0.0368 -5.9570 -1.257 0.815 1.900
C -3.6254 1.3884 -3.3116 -0.033 -0.011 -0.211
N -4.5176 1.9975 -2.8883 0.549 -0.423 -0.351
```
Positions in Å, forces in eV/Å.

For the molar mass, the calculation gives 611.49 u. Its LUMO energy (spin up / spin down) is -2.83 / -7.05 eV. The maximum force is 2.4 eV Å⁻¹. As for the total charge: +1. The HOMO energy (spin up / spin down) comes out at -11.954 / -12.464 eV. The calculation puts the total energy at -65088.6019 eV. The multiplicity is 6. As for the energy above the lowest of the compared OMol25 structures with the same formula, charge and spin: 68.7 kJ/mol.